{
  "formula": "C26H66B3N13O17S",
  "method": "the ωB97M-V functional and the def2-TZVPD basis",
  "elements": ["C", "C", "O", "C", "C", "C", "C", "C", "C", "B", "O", "N", "C", "C", "O", "S", "O", "O", "C", "N", "B", "C", "O", "C", "C", "O", "C", "C", "O", "C", "C", "O", "C", "N", "C", "O", "B", "O", "O", "C", "H", "H", "H", "H", "H", "H", "H", "H", "H", "H", "H", "H", "H", "H", "H", "H", "H", "H", "H", "H", "H", "H", "H", "H", "H", "H", "H", "H", "H", "H", "H", "H", "H", "H", "H", "H", "H", "H", "H", "H", "H", "H", "H", "H", "H", "H", "N", "C", "N", "O", "H", "H", "H", "H", "N", "C", "N", "O", "H", "H", "H", "H", "N", "C", "N", "O", "H", "H", "H", "H", "N", "C", "N", "O", "H", "H", "H", "H", "N", "C", "N", "O", "H", "H", "H", "H"],
  "xyz": [[-3.351, 1.466, 4.893], [-2.944, 0.010, 4.637], [-3.785, -0.707, 3.741], [-3.834, -0.149, 2.448], [-3.631, -1.222, 1.364], [-2.150, -1.664, 1.365], [-1.410, -1.886, 0.019], [-2.093, -1.501, -1.293], [-1.976, 0.002, -1.704], [-3.245, 0.134, -2.729], [-3.676, -0.997, -3.454], [-4.040, 1.346, -2.932], [-5.349, 1.136, -2.272], [-4.171, 1.730, -4.332], [-2.195, 0.674, -0.435], [-2.115, 2.262, -0.363], [-3.375, 2.880, -0.589], [-1.694, 2.581, 0.956], [-0.878, 2.788, -1.602], [-1.679, 3.116, -2.804], [-0.394, 4.258, -1.168], [-1.418, 5.285, -0.483], [0.855, 4.790, -1.408], [0.132, 1.638, -1.853], [1.191, 1.947, -2.929], [2.300, 2.711, -2.401], [3.434, 2.475, -3.142], [4.335, 1.369, -2.665], [3.673, 3.132, -4.080], [0.922, 1.118, -0.599], [1.537, 2.093, 0.421], [0.837, 2.125, 1.666], [2.938, 1.548, 0.838], [2.882, 0.257, 1.501], [-0.619, 0.318, -2.412], [0.202, -0.847, -2.141], [-0.709, 0.240, -4.039], [-1.031, 1.295, -4.862], [-0.307, -0.923, -4.683], [-1.304, -1.582, -5.459], [-3.909, 1.935, 4.080], [-2.431, 2.043, 4.993], [-3.918, 1.608, 5.804], [-1.905, -0.015, 4.290], [-3.004, -0.510, 5.590], [-4.843, 0.256, 2.288], [-3.112, 0.655, 2.278], [-3.995, -0.765, 0.447], [-4.245, -2.064, 1.687], [-2.073, -2.578, 1.954], [-1.589, -0.925, 1.939], [-0.428, -1.424, 0.087], [-1.178, -2.953, -0.060], [-3.157, -1.719, -1.162], [-1.812, -2.149, -2.112], [-4.319, -1.492, -2.930], [-6.185, 1.087, -2.971], [-5.319, 0.183, -1.721], [-5.539, 1.913, -1.532], [-3.541, 2.599, -4.544], [-3.901, 0.944, -5.055], [-5.182, 2.043, -4.590], [-2.343, 3.855, -2.591], [-1.052, 3.491, -3.513], [-1.450, 5.136, 0.596], [-1.072, 6.310, -0.644], [-2.419, 5.232, -0.908], [1.226, 5.109, -0.575], [1.692, 1.025, -3.248], [0.802, 2.532, -3.763], [3.714, 0.567, -2.275], [4.935, 1.736, -1.835], [4.964, 0.996, -3.463], [0.282, 0.462, -0.018], [1.772, 0.577, -0.998], [1.773, 3.087, 0.044], [0.445, 3.003, 1.736], [3.396, 2.246, 1.540], [3.587, 1.467, -0.035], [2.467, -0.458, 0.919], [2.425, 0.330, 2.404], [1.050, -0.765, -2.596], [-1.750, 1.119, -5.483], [-2.212, -1.012, -5.667], [-0.894, -1.964, -6.395], [-1.625, -2.467, -4.906], [-3.810, 0.432, 9.961], [-3.098, 1.123, 9.020], [-2.238, 2.061, 9.517], [-3.220, 0.918, 7.827], [-3.725, 0.586, 10.947], [-4.451, -0.264, 9.629], [-1.699, 2.586, 8.853], [-2.121, 2.246, 10.495], [2.925, -1.397, 6.519], [2.993, -0.717, 5.332], [4.032, -1.075, 4.529], [2.182, 0.137, 5.018], [3.582, -2.104, 6.794], [2.170, -1.164, 7.138], [4.115, -0.599, 3.646], [4.708, -1.778, 4.770], [6.939, -1.403, -0.250], [5.938, -1.771, -1.101], [6.190, -2.889, -1.845], [4.896, -1.147, -1.189], [7.804, -1.901, -0.160], [6.783, -0.587, 0.313], [5.473, -3.188, -2.480], [7.040, -3.417, -1.786], [1.903, -4.054, -6.439], [2.252, -4.396, -7.716], [2.655, -3.352, -8.503], [2.208, -5.541, -8.122], [1.932, -3.117, -6.084], [1.602, -4.796, -5.834], [2.918, -3.565, -9.447], [2.698, -2.401, -8.187], [2.919, -5.874, 2.737], [3.280, -4.826, 3.537], [2.298, -3.916, 3.782], [4.405, -4.712, 3.999], [2.002, -5.986, 2.348], [3.622, -6.561, 2.538], [2.539, -3.137, 4.368], [1.367, -3.982, 3.418]],
  "forces_ev_per_angstrom": [[0.267, 0.373, -0.317], [-0.287, 0.335, 0.346], [0.399, 0.060, 0.034], [-0.839, -0.232, -0.878], [0.590, 0.206, 1.375], [-0.088, 0.241, -0.272], [0.326, -0.583, 0.128], [-0.243, 0.266, 0.702], [-0.982, -1.451, -1.159], [-0.578, 0.742, -0.103], [0.470, 0.160, 0.360], [-0.530, -0.276, -0.365], [0.526, -0.141, 0.504], [0.326, 0.582, -0.277], [0.544, 1.017, -0.595], [-0.683, 0.796, 1.222], [-0.912, -0.097, -1.567], [1.445, -0.541, 0.762], [-0.055, -0.069, 0.068], [0.625, 0.289, -0.371], [-0.406, 1.025, 1.083], [0.362, -0.020, -0.501], [0.179, -1.070, 0.037], [0.127, -1.149, 0.091], [0.593, 1.083, 0.589], [-0.161, -0.471, 0.462], [0.178, -0.937, 1.290], [-0.861, -0.018, 0.358], [0.444, 1.590, -2.215], [-0.396, 1.281, 0.226], [1.592, -0.420, 0.797], [0.024, 0.660, -0.430], [-0.410, -0.286, -0.166], [0.620, -0.006, 0.305], [0.917, -0.347, -0.326], [0.322, 0.275, 0.413], [0.318, 0.062, -0.798], [-0.917, 0.194, 0.567], [-0.823, 0.105, 0.540], [0.132, -1.071, -0.165], [0.066, -0.254, -0.182], [-0.055, 0.127, 0.121], [-0.111, -0.215, 0.062], [-0.026, -0.106, -0.137], [0.118, -0.193, -0.035], [0.091, 0.247, 0.121], [0.052, 0.010, 0.263], [0.050, -0.294, -0.196], [-0.300, -0.037, -0.483], [-0.011, -0.070, -0.013], [0.005, 0.117, -0.087], [-0.030, 0.096, -0.094], [-0.098, -0.040, -0.089], [-0.029, 0.103, 0.100], [0.387, 0.135, -0.110], [0.183, -0.163, -0.342], [0.089, -0.084, -0.123], [-0.320, 0.103, 0.119], [0.015, 0.064, -0.023], [0.128, -0.081, 0.006], [-0.094, -0.113, 0.137], [-0.150, -0.137, 0.185], [-0.123, -0.239, 0.134], [-0.115, -0.209, -0.089], [-0.312, -0.177, 0.022], [0.125, -0.072, -0.076], [-0.197, -0.126, 0.407], [-0.077, 0.545, -0.420], [-0.743, -0.284, -0.386], [-0.082, -0.425, -0.224], [0.233, -0.190, 0.124], [0.070, -0.042, 0.010], [0.096, 0.125, -0.083], [0.095, -0.187, -0.036], [-0.138, -0.389, -0.011], [-0.526, 0.054, -0.215], [-0.370, -0.422, 0.196], [-0.071, 0.153, -0.053], [0.014, 0.018, -0.051], [-0.057, -0.040, 0.168], [-0.369, -0.056, -0.225], [-0.212, -0.087, -0.028], [0.447, 0.063, -0.235], [0.182, 0.306, 0.043], [0.189, 0.335, -0.079], [-0.115, 0.073, 0.076], [-0.106, -0.116, 0.046], [0.012, 0.007, 0.069], [0.119, 0.116, -0.020], [0.028, -0.087, 0.162], [0.014, 0.021, -0.025], [0.024, 0.030, -0.004], [-0.023, -0.031, 0.008], [-0.025, -0.022, -0.014], [-0.184, -0.081, 0.138], [0.173, 0.096, 0.078], [0.175, 0.010, -0.192], [-0.070, -0.026, -0.029], [0.027, 0.028, -0.041], [0.013, -0.004, -0.037], [-0.036, -0.061, -0.122], [-0.065, -0.057, -0.020], [0.055, 0.152, 0.051], [0.126, -0.093, 0.122], [-0.063, -0.067, -0.137], [-0.124, -0.035, -0.076], [-0.034, -0.022, -0.009], [-0.038, -0.052, 0.015], [0.022, -0.001, 0.032], [-0.011, 0.021, 0.030], [-0.055, 0.009, 0.184], [0.010, 0.058, -0.003], [0.044, 0.064, -0.128], [-0.002, -0.060, -0.017], [-0.016, -0.007, -0.018], [0.003, 0.020, -0.032], [-0.013, -0.005, 0.035], [-0.008, -0.025, 0.022], [0.100, -0.166, -0.077], [-0.097, 0.096, -0.006], [-0.070, 0.057, 0.116], [0.077, 0.011, 0.036], [0.005, 0.043, 0.025], [-0.021, 0.030, 0.013], [-0.056, 0.062, -0.085], [0.027, -0.012, -0.014]],
  "mulliken_charge": [-1.011, 0.091, -0.492, -0.706, 0.210, -0.707, -0.745, -2.318, 0.945, 0.069, -0.627, 0.255, -1.102, -0.904, 0.958, 1.168, -0.823, -0.640, -1.697, -0.114, 1.210, -1.023, -0.597, 3.126, -1.973, -0.136, 0.520, -0.725, -0.581, -2.066, 0.923, -0.506, -1.231, -0.254, -0.609, -0.509, 0.528, -0.687, -0.636, -0.752, 0.342, 0.243, 0.309, 0.076, 0.349, 0.359, 0.280, -0.480, 0.573, 0.414, 0.189, -0.021, 0.509, 0.969, 0.512, 0.323, 0.388, 0.281, 0.236, 0.143, 0.250, 0.413, 0.461, 0.390, 0.340, 0.217, 0.279, 0.280, 0.837, 0.446, 0.159, 0.312, 0.420, -0.407, 0.932, -0.196, 0.396, 0.543, -0.190, 0.137, 0.360, 0.612, 0.406, 0.276, 0.293, 0.212, -0.410, 0.576, -0.383, -0.544, 0.159, 0.216, 0.218, 0.161, -0.360, 0.478, -0.274, -0.594, 0.181, 0.209, 0.179, 0.189, -0.375, 0.509, -0.419, -0.475, 0.155, 0.223, 0.211, 0.145, -0.292, 0.638, -0.365, -0.636, 0.118, 0.176, 0.210, 0.163, -0.390, 0.634, -0.281, -0.665, 0.160, 0.221, 0.190, 0.139],
  "energy_ha": -3494.17850,
  "homo_ev": -8.3440,
  "smiles": "CCOCCCCC[C@@]1(B(O)N(C)C)OS(=O)(=O)[C@@](N)(B(C)O)[C@@](COC(C)=O)(C[C@@H](O)CN)[C@]1(O)B(O)OC.NC(N)=O.NC(N)=O.NC(N)=O.NC(N)=O.NC(N)=O"
}

{
  "formula": "C5H7NOS",
  "method": "the ωB97M-V functional and the def2-TZVPD basis",
  "elements": ["C", "C", "C", "C", "C", "N", "O", "S", "H", "H", "H", "H", "H", "H", "H"],
  "xyz": [[0.284, 0.404, -0.849], [-0.905, -1.455, -1.004], [0.538, -0.036, 0.622], [0.016, -1.379, 0.783], [0.591, 1.869, -1.042], [-0.323, -0.347, -1.621], [-1.755, -2.190, -1.363], [-1.128, -1.671, 2.155], [1.670, 0.180, 0.801], [0.013, 0.715, 1.129], [0.604, -2.258, 0.824], [-0.286, 2.409, -0.997], [1.011, 2.208, -2.027], [1.200, 2.140, -0.143], [-1.529, -0.587, 2.732]],
  "forces_ev_per_angstrom": [[0.903, 1.567, 2.143], [1.404, -0.517, 2.805], [3.040, 0.433, -1.837], [-3.307, 0.061, -1.374], [2.656, -0.991, -0.418], [-1.524, -0.663, -2.342], [0.595, 0.478, 0.174], [0.041, -2.552, -0.321], [-1.820, -0.661, -0.124], [-0.775, 0.919, 1.377], [1.060, -0.412, -0.234], [-2.264, 0.991, 0.373], [0.092, -0.752, 0.997], [-0.160, 0.283, -1.158], [0.058, 1.815, -0.061]],
  "mulliken_charge": [0.832, 0.408, -0.673, -0.282, -1.107, -0.554, -0.415, -0.246, 0.241, 0.378, 0.353, 0.318, 0.347, 0.302, 0.098],
  "energy_ha": -722.82399,
  "homo_ev": -8.2368,
  "e_above_lowest_kj_mol": 247.0
}

{
  "formula": "C6H13AsF5O",
  "method": "the ωB97M-V functional and the def2-TZVPD basis",
  "elements": ["C", "O", "C", "C", "C", "As", "C", "F", "F", "C", "F", "F", "F", "H", "H", "H", "H", "H", "H", "H", "H", "H", "H", "H", "H", "H"],
  "xyz": [[2.245, 1.445, 0.811], [2.556, 1.082, -0.517], [2.844, -0.295, -0.708], [1.603, -1.120, -1.073], [0.798, -1.635, 0.130], [-1.029, -0.748, 0.282], [-2.956, 0.138, 0.403], [-3.340, 0.385, 1.718], [-3.933, -0.698, -0.118], [-3.135, 1.475, -0.326], [-2.420, 2.451, 0.255], [-2.751, 1.396, -1.608], [-4.419, 1.904, -0.343], [2.917, 0.954, 1.530], [2.370, 2.531, 0.900], [1.207, 1.191, 1.071], [3.593, -0.347, -1.511], [3.307, -0.705, 0.203], [0.968, -0.454, -1.681], [1.916, -1.949, -1.720], [0.631, -2.716, 0.070], [1.320, -1.419, 1.074], [-1.709, -2.070, 0.853], [-1.384, -1.179, -1.215], [-0.432, 0.625, -0.269], [-0.766, -0.241, 1.786]],
  "forces_ev_per_angstrom": [[-0.325, 0.008, 0.106], [0.432, 0.079, 0.114], [-0.157, -0.153, -0.077], [-0.028, 0.048, 0.186], [0.066, 0.175, -0.037], [0.481, -0.216, 0.158], [-0.424, 0.121, 0.176], [0.096, -0.121, -0.474], [0.329, 0.216, 0.135], [-0.027, 0.008, 0.032], [0.051, -0.071, 0.052], [0.020, -0.108, 0.000], [-0.137, 0.014, 0.057], [-0.014, 0.043, -0.092], [-0.021, -0.193, -0.077], [0.172, 0.010, -0.025], [-0.184, 0.106, 0.062], [0.025, 0.046, -0.098], [0.062, -0.165, -0.034], [-0.015, 0.085, 0.064], [-0.048, 0.133, 0.028], [-0.066, -0.114, -0.122], [-0.093, 0.033, -0.006], [-0.059, 0.020, 0.000], [-0.055, -0.022, -0.071], [-0.081, 0.019, -0.057]],
  "mulliken_charge": [-0.493, -0.390, -0.580, -0.369, -1.178, -0.533, 0.325, -0.337, -0.323, 0.541, -0.256, -0.257, -0.290, 0.281, 0.223, 0.170, 0.331, 0.343, 0.317, 0.379, 0.447, 0.401, 0.111, 0.097, -0.050, 0.090],
  "energy_ha": -3046.63482,
  "homo_ev": -3.7419,
  "total_charge": -1
}

{
  "formula": "C22H26BN6NiS2",
  "method": "the ωB97M-V functional and the def2-TZVPD basis",
  "elements": ["Ni", "C", "N", "C", "C", "N", "C", "C", "C", "C", "C", "C", "C", "S", "C", "C", "C", "C", "C", "C", "S", "H", "H", "H", "H", "H", "H", "H", "H", "H", "H", "H", "H", "H", "H", "H", "H", "H", "H", "B", "N", "C", "C", "C", "N", "N", "C", "C", "C", "N", "H", "H", "H", "H", "H", "H", "H", "H"],
  "xyz": [[-0.305, 1.441, -0.200], [-1.569, -0.182, -3.164], [-1.653, -0.337, -1.728], [-0.658, -1.190, 0.219], [1.905, -0.724, 0.272], [1.692, 0.403, -0.611], [1.856, 0.034, -2.029], [2.632, 1.491, -0.317], [3.904, 1.200, 0.167], [4.827, 2.203, 0.424], [4.470, 3.519, 0.159], [3.223, 3.810, -0.366], [2.263, 2.816, -0.634], [0.711, 3.214, -1.319], [-2.992, -0.400, -1.190], [-3.737, -1.564, -1.352], [-5.014, -1.671, -0.831], [-5.540, -0.577, -0.145], [-4.795, 0.575, 0.024], [-3.479, 0.712, -0.471], [-2.567, 2.179, -0.183], [-2.063, -0.989, -3.724], [-0.522, -0.113, -3.460], [-2.058, 0.762, -3.401], [-1.364, -1.830, 0.751], [-0.827, -0.141, 0.504], [2.613, -1.438, -0.152], [2.300, -0.347, 1.204], [2.912, -0.163, -2.250], [1.507, 0.869, -2.637], [1.272, -0.856, -2.256], [4.195, 0.172, 0.350], [5.803, 1.955, 0.821], [5.170, 4.322, 0.363], [2.945, 4.835, -0.581], [-3.306, -2.403, -1.890], [-5.584, -2.584, -0.949], [-6.539, -0.635, 0.274], [-5.203, 1.414, 0.576], [0.655, -1.589, 2.288], [0.298, -0.144, 2.773], [0.037, 0.118, 4.068], [-0.207, 1.467, 4.204], [-0.071, 1.969, 2.902], [0.231, 1.005, 2.045], [0.693, -1.606, 0.672], [0.889, -2.978, 0.199], [0.296, -3.383, -0.968], [-0.546, -2.552, -1.721], [-0.813, -1.332, -1.201], [-0.197, -2.373, 2.640], [1.769, -1.920, 2.644], [0.045, -0.676, 4.799], [-0.457, 2.005, 5.102], [-0.198, 2.974, 2.533], [1.551, -3.587, 0.796], [0.503, -4.381, -1.330], [-0.902, -2.792, -2.712]],
  "forces_ev_per_angstrom": [[0.078, 0.882, -0.321], [0.011, 0.047, 0.038], [0.097, -0.155, -0.191], [0.192, 0.094, 0.033], [-0.010, 0.072, -0.069], [0.005, -0.031, 0.181], [-0.056, 0.025, -0.029], [0.024, -0.047, -0.048], [-0.034, -0.013, -0.012], [-0.028, 0.022, -0.018], [-0.047, 0.000, -0.006], [0.009, -0.058, -0.012], [0.032, -0.006, -0.041], [0.170, -0.058, 0.054], [0.056, 0.076, 0.128], [-0.076, -0.001, -0.039], [-0.002, 0.026, 0.033], [0.050, 0.040, -0.016], [0.035, 0.022, -0.024], [-0.052, 0.022, 0.003], [-0.046, -0.465, 0.037], [-0.001, -0.002, -0.011], [-0.043, 0.017, -0.015], [-0.003, -0.003, -0.028], [0.030, -0.061, 0.091], [-0.306, -0.502, 0.007], [0.064, -0.069, -0.007], [-0.051, 0.022, 0.080], [0.020, -0.028, 0.017], [0.027, 0.011, 0.010], [0.050, 0.075, 0.012], [-0.010, 0.025, 0.009], [0.000, 0.006, 0.002], [-0.020, 0.006, -0.020], [0.013, -0.009, 0.006], [0.033, 0.041, 0.016], [-0.001, 0.021, -0.008], [0.019, 0.025, 0.000], [-0.012, -0.036, 0.003], [0.038, 0.015, -0.002], [-0.083, -0.066, 0.116], [0.015, 0.022, -0.111], [0.023, 0.064, 0.006], [-0.010, 0.065, 0.011], [0.078, -0.370, 0.094], [-0.047, 0.043, -0.089], [0.055, 0.045, -0.055], [-0.040, 0.040, -0.050], [0.105, -0.213, -0.046], [-0.273, 0.221, 0.308], [0.043, 0.048, 0.002], [-0.074, 0.000, -0.011], [-0.004, 0.021, -0.033], [0.012, -0.012, -0.027], [-0.011, -0.009, -0.004], [-0.037, 0.055, 0.014], [-0.016, -0.001, -0.012], [0.009, -0.003, 0.045]],
  "mulliken_charge": [0.183, -1.205, 0.146, -1.458, -1.920, 1.929, -1.527, -0.230, -0.097, -1.052, -0.457, -0.699, 0.398, -0.509, -0.288, -0.077, -0.960, -0.428, -0.590, 0.363, -0.400, 0.412, 0.254, 0.297, 0.535, 0.569, 0.026, 0.950, 0.380, 0.286, 0.306, 0.324, 0.378, 0.352, 0.379, 0.318, 0.366, 0.350, 0.388, 0.067, -0.284, -0.221, -1.071, -0.403, 0.334, 1.151, -0.630, -1.149, -0.512, 1.318, -0.140, -0.132, 0.421, 0.389, 0.452, 0.538, 0.372, 0.509],
  "energy_ha": -3512.00265,
  "s_squared": 2.025,
  "homo_ev": [-3.3313, -3.0656],
  "multiplicity": 3,
  "total_charge": -1
}